(1)
19
Properties=species:S:1:pos:R:3:forces:R:3:mulliken_charge:R:1 method="wB97M-V/def2-TZVPD" multiplicity=1 e_above_lowest_kcal_mol=35.4 lumo_energy_ev=0.47 smiles="C/C=C/CO.O.O"
C 2.1857 1.8640 -0.0573 -0.18 -0.46 1.66 -1.09
C 0.7617 2.0195 0.4498 0.64 -1.35 -2.48 -0.03
C -0.2099 1.5222 -0.3188 -1.36 1.53 1.38 -0.49
C -1.6501 1.8934 -0.0122 -0.63 -1.89 -0.88 -0.39
O -2.0957 1.2579 1.1627 -0.07 0.17 0.75 -0.47
H 2.3974 0.7895 -0.2225 0.15 0.68 -0.13 0.28
H 2.3244 2.4614 -0.9423 0.17 0.01 -0.40 0.30
H 2.8368 2.2526 0.7314 0.37 -0.23 -0.32 0.31
H 0.6002 2.5356 1.3632 -0.45 0.59 0.49 0.43
H -0.0967 0.9125 -1.1802 0.76 -0.31 -0.72 0.35
H -2.3757 1.5383 -0.8066 1.02 0.68 0.20 0.21
H -1.7310 2.9568 0.0841 -0.25 0.62 0.24 0.30
H -1.6090 0.4281 1.2723 -0.25 0.25 0.21 0.34
O 2.3802 -5.5327 -3.3458 0.32 0.24 0.81 -0.64
H 2.7613 -5.9409 -2.5506 -0.18 -0.16 -0.45 0.32
H 2.4127 -4.5993 -3.0925 -0.14 -0.08 -0.36 0.32
O -1.6403 -1.2182 2.2654 0.11 -0.41 -0.28 -0.64
H -1.6894 -1.6420 3.1264 0.00 0.03 0.02 0.29
H -1.6717 -1.9350 1.6171 -0.02 0.11 0.25 0.30

(2)
44
Properties=species:S:1:pos:R:3:forces:R:3:mulliken_charge:R:1 method="wB97M-V/def2-TZVPD" multiplicity=1 e_above_lowest_kcal_mol=57.7 lumo_energy_ev=0.63 smiles="Cc1cc(NC(=O)COC(=O)c2c(C)nn(Cc3ccccc3)c2Cl)no1"
C 0.3035 -2.1488 7.6338 0.28 -0.02 0.02 -1.18
C 1.1628 -1.8560 6.4622 -0.17 0.23 -0.76 0.02
C 0.8700 -1.4763 5.1841 0.17 -0.15 0.47 0.21
C 2.1465 -1.3620 4.5757 -0.14 -0.25 1.03 0.36
N 2.4693 -0.9985 3.2841 0.44 -0.06 0.09 -0.12
C 1.5763 -0.6520 2.3126 0.37 0.10 -0.33 0.76
O 0.3816 -0.6295 2.4544 -0.21 0.01 0.05 -0.64
C 2.2664 -0.2647 0.9979 -0.08 -0.24 -0.02 -0.87
O 1.2960 -0.0307 0.0043 0.04 0.06 -0.01 -0.25
C 0.6856 -1.1429 -0.4714 0.16 -0.10 0.04 0.24
O 1.0577 -2.2582 -0.1989 -0.05 0.09 -0.03 -0.68
C -0.4238 -0.8134 -1.3499 -0.36 0.35 -0.22 0.60
C -1.2149 -1.7196 -2.1087 0.24 0.48 0.25 0.40
C -1.0508 -3.1878 -2.2085 -0.03 -0.06 -0.01 -1.11
N -2.1590 -1.0674 -2.7539 -0.42 -0.75 -0.42 -1.17
N -2.0312 0.2263 -2.4435 0.56 0.17 0.60 0.94
C -2.9047 1.2208 -3.0106 -0.23 0.30 -0.22 -1.19
C -2.1527 2.1375 -3.9441 -0.05 0.07 -0.06 0.57
C -1.3527 1.5949 -4.9420 -0.05 0.02 0.04 -0.16
C -0.6457 2.4218 -5.7956 0.03 -0.05 -0.04 -0.63
C -0.7360 3.7975 -5.6624 0.03 0.08 -0.03 -0.41
C -1.5344 4.3427 -4.6719 0.00 0.09 -0.03 -0.57
C -2.2374 3.5156 -3.8130 -0.06 -0.12 -0.05 -0.36
C -0.9978 0.4284 -1.6094 0.10 -0.46 0.03 0.20
Cl -0.6051 1.9769 -1.0509 -0.07 0.23 0.07 -0.16
N 3.1017 -1.6501 5.4299 0.53 0.32 -1.19 -0.68
O 2.4956 -1.9581 6.6028 -0.62 -0.16 0.61 -0.12
H -0.7402 -2.0255 7.3629 -0.04 0.00 0.00 0.30
H 0.5478 -1.4759 8.4543 -0.05 0.03 0.06 0.31
H 0.4720 -3.1685 7.9759 -0.05 -0.06 0.04 0.31
H -0.0786 -1.3036 4.7263 -0.22 0.02 -0.02 0.46
H 3.4594 -1.0112 3.0843 -0.09 0.03 -0.12 0.24
H 2.9427 -1.0704 0.6861 -0.03 0.18 0.13 0.37
H 2.8154 0.6716 1.1199 -0.05 -0.11 0.01 0.45
H -1.0262 -3.6235 -1.2122 0.00 -0.10 0.00 0.28
H -1.8694 -3.6087 -2.7845 -0.04 -0.05 -0.04 0.37
H -0.1037 -3.4253 -2.6901 0.04 -0.09 -0.01 0.27
H -3.3679 1.7974 -2.2045 -0.01 -0.09 -0.10 0.45
H -3.6773 0.6673 -3.5510 0.08 0.05 0.18 0.31
H -1.2857 0.5212 -5.0434 0.03 -0.13 -0.01 0.42
H -0.0236 1.9925 -6.5669 0.05 -0.04 -0.07 0.39
H -0.1836 4.4433 -6.3287 0.05 0.05 -0.05 0.38
H -1.6060 5.4147 -4.5630 0.00 0.09 0.01 0.38
H -2.8533 3.9437 -3.0355 -0.05 0.04 0.12 0.35

(3)
9
Properties=species:S:1:pos:R:3:forces:R:3:mulliken_charge:R:1 method="wB97M-V/def2-TZVPD" multiplicity=1 charge=-2 e_above_lowest_kcal_mol=17.7 lumo_energy_ev=6.74
C 0.4185 -0.4764 -0.0469 -2.03 -0.41 -2.52 -0.55
N 1.4611 0.4646 0.2627 -1.43 0.88 1.24 -0.30
O 2.1811 0.8490 -0.8817 -0.06 0.55 0.05 -0.84
O -1.7913 0.8919 0.9955 0.40 0.29 0.28 -0.64
O -2.3824 -1.0078 -0.4280 0.96 -0.02 -0.17 -0.64
S -1.4688 0.2146 -0.3136 -0.01 -0.14 0.06 0.23
H 0.4607 -1.0322 -1.0967 0.69 1.26 2.13 0.23
H 0.2059 -1.2140 0.7081 0.05 -0.45 0.72 0.28
H 0.9153 1.3103 0.8007 1.44 -1.96 -1.79 0.23

(4)
79
Properties=species:S:1:pos:R:3:forces:R:3:mulliken_charge:R:1 method="wB97M-V/def2-TZVPD" multiplicity=1 charge=-2 e_above_lowest_kcal_mol=83.1 lumo_energy_ev=3.68
K 7.8971 -12.4974 16.6480 -0.24 -1.08 -0.23 1.29
N 3.5633 -15.6386 16.6729 -2.24 0.17 3.81 -0.60
S 5.0645 -15.6161 16.6586 5.77 1.56 -5.40 1.05
O 5.6193 -16.8400 17.1320 1.55 -0.04 1.31 -0.70
O 5.6514 -14.2826 16.8979 -0.25 -2.77 -0.24 -0.17
F 5.2921 -15.9020 15.0620 -0.43 0.88 0.69 -0.40
S 3.5702 -15.5592 18.3928 -4.35 -0.52 2.15 1.01
O 3.8158 -14.2582 18.9525 1.00 -0.62 -0.25 -0.41
O 3.8212 -16.7390 19.2328 0.50 1.70 -1.82 -0.67
F 2.0069 -15.5494 18.4227 -1.44 -0.25 -0.08 -0.32
N 9.4744 -10.5058 17.4320 4.51 -2.51 -1.91 0.00
S 11.1480 -10.8935 17.4284 2.66 -1.97 -3.06 0.84
O 11.7876 -11.3300 18.6418 -1.10 0.83 -0.02 -0.54
O 11.9999 -10.1175 16.5279 -2.20 -1.08 1.15 -0.59
F 10.9800 -12.3542 16.7099 -0.43 0.99 -0.21 -0.21
S 9.6000 -9.6224 18.6495 -5.77 5.68 5.73 0.81
O 10.3896 -8.4139 18.5461 0.23 -1.55 -0.02 -0.61
O 9.4113 -10.2323 19.9598 1.05 0.30 -1.64 -0.55
F 8.0534 -9.0111 18.4377 1.34 -0.41 0.10 -0.32
N 6.3229 -11.1123 15.0087 -4.15 0.31 -1.01 -0.13
S 4.8460 -10.5567 15.5346 -0.78 5.18 7.04 1.10
O 4.0527 -11.4766 16.3092 0.41 0.33 -1.15 -0.52
O 4.1987 -9.3981 14.9109 0.92 -2.54 -0.50 -0.66
F 5.5290 -9.7220 16.7874 0.25 -0.49 -0.52 -0.30
S 5.4989 -11.7594 13.7823 1.94 -4.12 -5.68 0.88
O 5.3908 -10.8847 12.6139 0.31 -1.24 1.75 -0.65
O 4.4098 -12.6984 14.0150 0.97 1.86 -0.01 -0.53
F 6.6612 -12.8588 13.4226 -0.17 1.02 -0.29 -0.22
C 8.5987 -15.1066 11.5198 0.43 -0.21 0.34 -0.68
O 8.0202 -15.9948 12.4878 0.51 0.05 2.22 -0.34
P 8.4709 -15.9503 14.0580 0.15 0.28 0.65 0.16
O 7.9880 -14.8064 14.9196 1.34 -2.35 -1.74 0.46
O 8.0372 -17.4688 14.4669 -0.38 3.18 -2.59 -0.33
C 8.4311 -18.1504 15.5952 0.08 -0.50 1.01 -0.42
O 10.1522 -16.0376 13.9914 -2.51 -0.90 -0.69 -0.39
C 10.8793 -15.6028 15.1211 -0.18 1.64 0.19 -0.40
H 9.2996 -15.7327 10.9676 -0.15 0.22 -0.46 0.27
H 9.1840 -14.3019 11.9647 -0.21 0.07 0.20 0.28
H 7.7992 -14.6790 10.9147 0.11 -0.20 0.03 0.25
H 7.7898 -17.9132 16.4441 -0.12 -0.03 0.03 0.15
H 9.4608 -17.9089 15.8592 0.21 -0.33 0.00 0.19
H 8.2888 -19.1812 15.2706 0.40 -0.25 0.68 0.26
H 11.4708 -16.3574 15.6396 -0.18 -0.35 -0.36 0.29
H 10.1749 -15.1332 15.8076 0.26 -0.04 0.40 0.04
H 11.5165 -14.8100 14.7292 0.38 -0.04 0.40 0.28
C 9.6591 -13.2194 20.8335 0.39 0.57 1.13 -0.46
O 9.1850 -14.5770 20.8560 -1.22 -0.70 -1.83 -0.37
P 8.2541 -15.2039 19.6233 1.12 -0.34 1.88 -0.48
O 8.7457 -14.8492 18.2791 -0.73 0.30 0.59 0.36
O 8.4515 -16.8105 19.9662 -1.23 1.24 -0.26 -0.39
C 9.7096 -17.3643 19.5846 0.79 1.18 0.41 -0.58
O 6.7514 -14.7849 20.0112 1.10 -1.18 0.02 0.71
C 6.1312 -15.2132 21.2436 -0.87 -0.08 1.30 -0.89
H 9.7233 -12.6659 19.8967 -0.08 -0.71 -0.26 0.06
H 10.6344 -13.2491 21.3191 0.27 -0.09 -0.45 0.34
H 9.0967 -12.5854 21.5189 -0.61 -0.19 -0.14 0.30
H 10.0457 -18.1445 20.2676 -0.62 -0.15 0.07 0.26
H 10.4003 -16.5361 19.7430 0.65 -0.26 -0.41 0.34
H 9.7644 -17.7085 18.5519 -0.36 0.08 0.02 0.03
H 6.6870 -15.8951 21.8871 0.57 -0.26 -0.72 0.34
H 5.1367 -15.6375 21.1057 0.32 -0.30 -0.97 0.29
H 5.8894 -14.4156 21.9462 0.57 0.94 -0.57 0.30
C 4.6750 -7.7238 20.1266 -0.59 0.56 -1.38 -0.64
O 5.3986 -8.5517 21.0092 -1.17 -2.26 0.77 -0.37
P 5.0368 -10.1711 21.0333 0.71 -0.12 1.25 0.63
O 5.5512 -10.9433 22.2349 -0.99 1.72 -2.44 -0.76
O 3.3987 -10.2916 20.8808 1.48 2.36 1.27 -0.36
C 2.7903 -11.4791 20.5306 0.26 -2.48 -1.93 -0.48
O 5.6592 -10.5243 19.6195 -0.29 0.30 1.12 0.37
C 6.0426 -11.8614 19.2964 -0.51 -0.12 -0.21 0.68
H 4.1206 -8.2549 19.3529 -0.12 -0.48 0.26 0.25
H 5.3224 -7.1020 19.5083 0.56 0.02 0.49 0.29
H 3.9642 -7.0752 20.6387 0.09 -0.10 0.35 0.27
H 3.3711 -12.3492 20.8366 0.24 -0.03 -0.03 0.19
H 2.7142 -11.5013 19.4435 0.26 -0.24 -0.24 0.22
H 1.7752 -11.7571 20.8142 -0.19 1.28 1.01 0.38
H 7.0476 -11.8223 18.8760 -0.09 0.13 0.12 -1.26
H 5.2819 -12.1826 18.5849 0.42 -0.59 -0.10 0.18
H 6.0730 -12.4965 20.1817 -0.11 0.09 -0.12 0.25

(5)
40
Properties=species:S:1:pos:R:3:forces:R:3:mulliken_charge:R:1 method="wB97M-V/def2-TZVPD" multiplicity=1 e_above_lowest_kcal_mol=141.3 lumo_energy_ev=0.28 smiles="C[N+](=O)[O-].c1ccncc1.c1ccncc1.c1ccncc1"
C -0.8717 1.8214 -1.1389 0.31 1.39 -1.80 -0.54
N -1.3494 1.9838 0.2895 0.58 -0.94 -0.92 0.91
O -2.5502 1.9525 0.4926 0.64 0.22 0.22 -0.55
O -0.4582 2.0118 1.1289 -1.03 0.31 -0.33 -0.52
H -0.6239 0.7927 -1.3774 0.23 -0.24 0.80 0.22
H 0.0450 2.4610 -1.3059 -1.06 -0.83 0.52 0.11
H -1.6204 2.0867 -1.9402 0.31 0.12 1.49 0.39
C 1.0937 -2.4670 2.1009 0.03 0.86 0.94 -0.12
C 1.5565 -1.1385 2.2718 -1.09 0.02 0.39 -0.71
C 1.5321 -0.2651 1.1573 0.53 -0.67 1.93 -0.08
N 1.2218 -0.6266 -0.0684 0.42 -0.13 0.13 -0.22
C 0.9783 -1.9182 -0.1761 -0.88 -0.73 -1.95 -0.35
C 0.8228 -2.8625 0.8109 0.93 1.29 0.28 -0.50
H 0.8467 -3.1261 2.9492 0.52 0.43 -0.38 0.42
H 1.7099 -0.7056 3.2964 0.06 -0.58 -1.21 0.32
H 1.7974 0.7511 1.3256 0.06 0.76 0.01 0.43
H 0.7909 -2.2494 -1.1930 -0.04 -0.03 -0.13 0.35
H 0.5676 -3.8291 0.5029 -0.49 -1.31 -0.04 0.48
C 2.6066 3.0803 -1.8937 0.73 -1.46 -1.23 -0.16
C 1.9423 4.2654 -2.0996 -0.50 0.11 0.24 -0.40
C 1.0448 4.3214 -3.1784 0.32 -0.88 -1.03 -0.11
N 0.9114 3.3306 -4.1204 0.80 0.18 2.13 -0.57
C 1.6341 2.1819 -3.8989 -0.66 1.12 -0.72 -0.17
C 2.4990 2.0061 -2.8259 -1.04 1.38 0.64 -0.33
H 3.2976 2.9350 -1.0818 0.02 0.17 0.35 0.36
H 2.0857 5.0892 -1.3739 -0.35 -0.47 -0.71 0.31
H 0.4280 5.2109 -3.3126 0.13 -0.24 -0.18 0.35
H 1.4653 1.4275 -4.6869 0.29 0.26 0.63 0.36
H 2.9738 1.0637 -2.6312 0.24 -0.18 -0.07 0.35
C -2.7192 -2.7665 0.9161 0.26 0.44 -0.80 -0.43
C -2.5684 -3.9564 1.6264 0.00 2.17 -0.10 -0.38
C -2.2309 -3.7660 2.9682 -0.24 -1.11 -0.53 -0.26
N -1.9951 -2.5839 3.5522 -0.18 -0.89 -0.17 -0.60
C -2.0738 -1.4953 2.7933 0.43 0.81 0.46 -0.24
C -2.4069 -1.5229 1.4477 -0.51 -0.59 0.46 -0.04
H -3.0553 -2.7198 -0.1100 0.00 -0.54 -0.21 0.38
H -2.7226 -4.8768 1.0914 -0.09 -0.43 0.49 0.43
H -2.2240 -4.7038 3.5280 0.37 0.57 0.63 0.33
H -1.8475 -0.5550 3.3276 -0.16 -0.45 -0.50 0.42
H -2.5340 -0.6386 0.8363 0.11 0.08 0.24 0.38